*1*
DFT (ωB97M-V with the def2-TZVPD basis set) results for a single C5H5ClO2 molecule.

Geometry (Å):
O 1.503 1.936 0.079
C 1.665 0.746 0.080
C 2.634 -0.277 -0.581
O 1.771 -1.377 -0.114
C 0.909 -0.499 0.657
C -0.514 -0.770 0.313
C -1.379 0.215 0.139
Cl -3.034 0.043 -0.217
H 3.649 -0.359 -0.189
H 2.590 -0.230 -1.691
H 1.069 -0.512 1.751
H -0.729 -1.873 0.171
H -1.094 1.275 0.281

**Gap between HOMO and LUMO**: 10.2682 eV
**Lowest unoccupied orbital energy**: 0.7 eV

Taken from the natural (NBO) analysis, the atomic charges in e are: -0.4914, 0.5892, -0.1880, -0.5231, -0.0430, -0.2382, -0.2257, 0.0189, 0.2126, 0.2129, 0.2063, 0.2401, 0.2293

---

*2*
DFT (ωB97M-V with the def2-TZVPD basis set) results for a single C5H5ClO2 molecule.

Geometry (Å):
Cl -1.710 -0.698 -0.407
C -1.100 0.895 0.198
C 0.171 0.843 1.101
O 0.557 -0.464 1.410
C 1.268 -1.189 0.434
C 1.563 -0.597 -0.759
O 1.175 0.675 -1.146
C 0.281 1.376 -0.303
H -2.014 1.539 0.286
H 0.259 1.562 1.958
H 1.401 -2.350 0.567
H 2.100 -0.994 -1.629
H 0.363 2.448 -0.390

**Gap between HOMO and LUMO**: 9.1364 eV
**Lowest unoccupied orbital energy**: 0.8 eV

Taken from the natural (NBO) analysis, the atomic charges in e are: -0.0385, -0.2640, 0.0519, -0.4908, 0.0159, 0.0329, -0.4814, 0.0556, 0.2465, 0.2128, 0.2329, 0.2126, 0.2136

---

Result of the stability comparison: *1* is the most stable of them.

---

*1*
DFT (ωB97M-V with the def2-TZVPD basis set) results for a molecular structure, C28H81F2N8O13PbS2.

Geometry (Å):
Pb 1.819 2.919 -2.924
N 0.097 1.312 -2.130
S -0.546 0.059 -2.890
O -1.932 -0.105 -2.744
O 0.266 -1.088 -2.870
F -0.413 0.688 -4.349
S -0.461 0.973 -0.612
O -0.143 -0.319 -0.162
O -1.660 1.570 -0.182
F 0.620 1.835 0.193
O 3.281 2.331 -0.916
H 3.995 2.888 -0.578
H 3.593 1.408 -0.768
O 1.675 2.258 -5.612
H 1.271 1.665 -6.264
H 2.619 2.045 -5.656
C 3.567 -2.046 -4.135
C 3.713 -2.127 -2.621
C 5.177 -2.138 -2.236
O 5.739 -3.320 -2.674
C 7.064 -3.468 -2.220
N 2.971 -1.032 -2.018
H 2.532 -1.933 -4.471
H 3.903 -2.933 -4.685
H 4.183 -1.271 -4.618
H 3.244 -3.108 -2.461
H 5.183 -2.126 -1.134
H 5.589 -1.218 -2.670
H 7.491 -4.331 -2.728
H 7.097 -3.737 -1.157
H 7.629 -2.557 -2.423
H 1.987 -1.292 -2.022
H 3.239 -0.936 -1.035
C 4.154 -1.580 2.560
C 3.849 -0.164 2.118
C 4.156 0.890 3.164
O 3.656 2.151 2.807
C 2.408 2.380 3.400
N 4.486 0.112 0.809
H 3.395 -1.797 3.313
H 5.144 -1.679 3.010
H 4.043 -2.339 1.789
H 2.768 -0.048 1.939
H 5.255 0.988 3.224
H 3.990 0.525 4.185
H 1.614 1.771 2.946
H 2.101 3.409 3.220
H 2.396 2.157 4.468
H 5.383 -0.345 0.672
H 4.707 1.109 0.862
C -5.382 0.848 -2.827
C -5.277 -0.636 -3.183
C -5.858 -1.545 -2.119
O -5.740 -2.847 -2.636
C -6.632 -3.777 -2.039
N -5.944 -0.818 -4.497
H -4.590 1.088 -2.097
H -6.265 1.169 -2.268
H -5.152 1.471 -3.688
H -4.209 -0.788 -3.319
H -6.864 -1.193 -1.863
H -5.232 -1.515 -1.215
H -7.674 -3.430 -2.157
H -6.467 -3.860 -0.960
H -6.602 -4.712 -2.591
H -6.912 -0.494 -4.441
H -6.086 -1.836 -4.516
C -1.311 3.842 2.516
C -2.805 3.556 2.623
C -3.565 4.387 3.648
O -3.324 4.056 5.007
C -3.862 2.790 5.305
N -3.406 3.934 1.293
H -1.014 4.831 2.178
H -1.028 3.120 1.752
H -0.839 3.576 3.468
H -2.975 2.479 2.639
H -4.639 4.411 3.432
H -3.226 5.415 3.457
H -4.886 2.672 4.967
H -3.690 2.596 6.368
H -3.174 2.007 4.948
H -3.206 3.222 0.594
H -2.880 4.758 1.005
C -0.244 6.365 0.034
C -0.120 5.113 -0.831
C -0.687 5.401 -2.197
O -0.293 4.474 -3.215
C -1.396 3.995 -4.009
N 1.366 4.879 -0.986
H 0.480 7.139 -0.234
H -0.034 6.155 1.085
H -1.242 6.807 -0.015
H -0.528 4.188 -0.426
H -0.421 6.430 -2.464
H -1.774 5.381 -2.071
H -2.241 3.753 -3.365
H -1.076 3.094 -4.527
H -1.676 4.728 -4.767
H 1.732 4.903 -0.027
H 1.753 5.786 -1.287
C -1.946 -3.185 0.062
C -1.092 -4.060 -0.872
C 0.174 -4.370 -0.085
O 1.024 -5.323 -0.657
C 2.321 -5.319 -0.114
N -1.877 -5.274 -1.304
H -2.926 -2.928 -0.318
H -1.316 -2.290 0.109
H -1.923 -3.652 1.048
H -0.773 -3.512 -1.764
H -0.166 -4.646 0.929
H 0.715 -3.417 0.068
H 2.864 -6.165 -0.531
H 2.358 -5.304 0.975
H 2.937 -4.464 -0.444
H -1.114 -5.834 -1.704
H -2.116 -5.744 -0.426
C 0.471 -3.707 5.164
C 0.295 -3.408 3.666
C 0.200 -1.918 3.404
O -0.968 -1.404 3.974
C -1.100 -0.016 3.761
N 1.453 -3.946 2.949
H 1.418 -3.258 5.474
H 0.593 -4.785 5.271
H -0.386 -3.322 5.708
H -0.669 -3.867 3.390
H 0.310 -1.703 2.327
H 1.108 -1.492 3.871
H -1.322 0.267 2.719
H -0.188 0.557 3.996
H -1.891 0.312 4.433
H 1.334 -4.942 2.753
H 1.417 -3.652 1.973

**Gap between HOMO and LUMO**: 6.6169 eV
**Lowest unoccupied orbital energy**: -4.0 eV
**Charge**: +1

Atom charges from the Mulliken analysis, given in e for atoms 1 to 99: 1.3821, 0.5274, 0.4834, -0.3554, -0.5439, -0.3085, 0.0343, -0.5745, -0.3923, -0.0536, -0.4634, 0.2719, 0.2537, -0.5925, 0.2923, 0.3126, -1.7009, 1.0864, -0.2780, -0.3783, -0.7590, -0.0528, 0.3218, 0.4155, 0.3288, -0.1405, 0.1102, 0.4001, 0.2818, 0.2691, 0.3212, -0.1493, -0.0262, -1.4657, 1.5984, -1.2300, -0.3545, -0.5362, -0.3222, 0.2918, 0.4039, 0.2832, -0.6243, 0.4046, 0.4369, 0.0575, 0.2808, 0.4328, 0.1380, 0.2813, -1.2013, 1.0892, -0.7742, -0.3373, -0.8453, -0.8384, 0.0710, 0.4155, 0.3902, -0.1388, 0.4808, 0.2417, 0.3442, 0.3032, 0.2817, 0.2835, 0.3157, -0.5465, 0.5957, -1.0890, -0.3779, -0.2091, -0.7156, 0.0028, 0.0599, 0.4443, 0.3201, 0.4319, 0.2895, 0.3306, 0.3084, -0.1201, 0.2361, 0.2182, -1.7575, 1.7688, -1.0878, -0.1768, -0.8058, -0.5235, 0.4732, 0.4676, 0.4093, -0.7317, 0.2701, 0.5230, 0.4164, 0.1133, 0.3202

---

*2*
DFT (ωB97M-V with the def2-TZVPD basis set) results for a molecular structure, C28H81F2N8O13PbS2.

Geometry (Å):
Pb 1.116 -1.632 -3.411
N 0.561 -0.886 -1.333
S 1.427 -0.401 -0.078
O 1.103 -1.054 1.125
O 1.771 0.973 -0.072
F 2.815 -1.045 -0.516
S -0.986 -0.442 -0.749
O -1.286 0.861 -0.329
O -1.581 -1.557 -0.127
F -1.649 -0.545 -2.208
O 3.056 -0.138 -3.104
H 3.175 0.622 -2.513
H 3.691 -0.015 -3.821
O 1.395 -3.583 -1.621
H 0.766 -3.310 -0.939
H 1.539 -4.525 -1.465
C -5.815 -0.804 -6.378
C -5.525 0.641 -5.971
C -4.822 0.672 -4.639
O -4.559 2.023 -4.312
C -3.785 2.129 -3.128
N -4.712 1.216 -7.052
H -4.970 -1.421 -6.078
H -6.151 -0.961 -7.398
H -6.657 -1.168 -5.772
H -6.459 1.204 -5.961
H -3.879 0.108 -4.671
H -5.452 0.247 -3.842
H -3.027 2.901 -3.250
H -3.326 1.186 -2.828
H -4.456 2.436 -2.318
H -3.963 0.602 -7.352
H -4.252 2.056 -6.712
C -4.590 -4.004 -7.228
C -3.606 -4.269 -6.118
C -4.278 -4.029 -4.747
O -3.309 -4.226 -3.748
C -3.597 -3.722 -2.472
N -3.195 -5.679 -6.189
H -4.864 -2.975 -7.434
H -5.533 -4.545 -7.101
H -4.197 -4.391 -8.173
H -2.692 -3.669 -6.140
H -5.109 -4.744 -4.693
H -4.691 -3.013 -4.737
H -4.145 -4.429 -1.839
H -4.206 -2.808 -2.423
H -2.671 -3.445 -1.962
H -2.728 -6.029 -5.364
H -4.030 -6.231 -6.348
C 3.123 2.165 3.483
C 4.177 2.719 2.530
C 5.441 3.199 3.201
O 6.274 3.714 2.190
C 7.500 4.242 2.642
N 4.474 1.673 1.533
H 2.306 1.773 2.880
H 2.713 2.972 4.099
H 3.547 1.419 4.155
H 3.696 3.595 2.073
H 5.928 2.377 3.747
H 5.189 3.975 3.937
H 8.225 3.442 2.811
H 7.325 4.787 3.578
H 7.884 4.966 1.928
H 3.817 1.802 0.770
H 5.371 1.887 1.104
C 3.330 5.061 -2.288
C 2.031 5.841 -2.201
C 1.114 5.235 -1.122
O 0.510 4.059 -1.623
C -0.894 4.118 -1.683
N 2.340 7.266 -2.012
H 3.181 3.995 -2.470
H 3.870 5.142 -1.340
H 3.965 5.488 -3.065
H 1.430 5.763 -3.111
H 0.382 6.008 -0.861
H 1.680 5.016 -0.208
H -1.351 4.802 -2.402
H -1.243 4.243 -0.652
H -1.248 3.116 -1.937
H 1.473 7.790 -2.099
H 2.602 7.412 -1.038
C -0.732 -1.935 4.384
C -1.779 -2.957 3.877
C -3.003 -2.899 4.788
O -3.663 -1.690 4.542
C -4.812 -1.516 5.343
N -2.240 -2.724 2.523
H -0.500 -1.148 3.661
H 0.232 -2.448 4.473
H -0.999 -1.455 5.322
H -1.358 -3.961 3.937
H -2.695 -3.031 5.836
H -3.646 -3.770 4.592
H -5.025 -0.452 5.425
H -4.626 -1.871 6.364
H -5.660 -2.071 4.933
H -1.507 -2.728 1.836
H -2.867 -1.947 2.384
C -1.122 3.677 3.178
C -1.129 2.194 3.514
C -1.773 1.923 4.873
O -0.950 2.338 5.934
C -0.060 1.351 6.392
N -1.830 1.422 2.491
H -2.082 4.135 3.419
H -0.984 3.864 2.104
H -0.266 4.175 3.631
H -0.077 1.887 3.644
H -2.114 0.881 4.969
H -2.725 2.466 4.921
H 0.683 1.070 5.636
H -0.582 0.443 6.717
H 0.437 1.762 7.269
H -1.752 0.434 2.699
H -1.491 1.635 1.564
C 3.142 -3.697 1.949
C 4.302 -4.274 2.722
C 5.617 -3.811 2.042
O 5.562 -3.991 0.656
C 6.641 -3.415 -0.049
N 4.282 -3.754 4.099
H 3.113 -4.020 0.903
H 3.365 -2.629 1.815
H 2.110 -3.772 2.294
H 4.348 -5.363 2.753
H 6.374 -4.464 2.508
H 5.836 -2.769 2.314
H 6.806 -2.393 0.317
H 6.369 -3.382 -1.101
H 7.562 -3.988 0.099
H 5.229 -3.844 4.469
H 4.216 -2.738 4.025

**Gap between HOMO and LUMO**: 4.5699 eV
**Lowest unoccupied orbital energy**: -5.8 eV
**Charge**: +1

Atom charges from the Mulliken analysis, given in e for atoms 1 to 99: 1.3295, -0.1226, 0.6227, -0.3005, -0.3844, -0.2451, 0.9118, -0.3239, -0.5152, -0.3336, -0.4419, 0.2815, 0.2692, -0.4569, 0.3504, 0.2536, -1.0794, 0.3462, -0.4895, -0.4183, -0.2298, -0.7173, -0.2367, 0.5457, 0.3897, 0.3146, 0.2250, 0.3774, 0.1796, -0.0749, 0.3255, 0.2069, 0.2773, -1.3629, 0.3927, -0.1127, -0.2871, -0.4971, -0.7413, 0.3249, 0.3190, 0.4277, 0.2331, 0.1915, 0.0517, 0.3256, 0.2575, 0.0093, 0.2679, 0.2741, -1.0251, 0.7855, -0.8781, -0.2810, -0.7904, -0.5131, -0.0561, 0.4452, 0.3669, -0.0415, 0.3592, 0.4205, 0.2970, 0.3231, 0.2323, 0.0311, 0.3155, -1.2142, 0.5248, -0.8086, -0.1037, -0.3181, -0.7178, 0.1404, 0.2885, 0.3693, 0.2664, 0.3896, 0.2270, 0.3279, 0.3199, -0.2793, 0.3024, 0.2655, -0.5230, 0.5616, -1.2478, -0.1996, -0.9139, -0.5931, -0.1549, 0.3642, 0.0302, 0.4457, 0.4496, 0.4898, 0.2279, 0.3765, 0.3030

---

Result of the stability comparison: *1* is the most stable of them.